The molecule C18H22N2O6S at a distorted geometry, computed with ωB97M-V with the def2-TZVPD basis set.

As for the charge: 0. As for the energy above the lowest of the compared OMol25 structures with the same formula, charge and spin: 2033.4 kJ/mol. As for the gap between HOMO and LUMO: 6.957 eV. The value obtained for the HOMO energy is -8.25 eV. As for the structure (SMILES): CCN(CC)S(=O)(=O)c1ccc(C(=O)OCC(=O)NCc2ccco2)cc1. For the energy, the calculation gives -1657.55425 Eh.

Cartesian coordinates (Å):
C: 1.890 -4.845 1.709
C: 1.319 -4.238 2.716
N: 0.399 -3.097 2.334
C: -0.872 -3.176 1.518
C: -2.201 -3.934 2.446
S: 0.354 -1.618 3.300
O: 1.517 -1.789 3.908
O: -0.918 -1.500 3.599
C: 0.703 -0.464 1.763
C: 1.504 -0.883 0.847
C: 1.927 -0.011 -0.149
C: 1.420 1.381 -0.200
C: 1.479 2.307 -1.221
O: 2.068 1.959 -2.438
O: 0.781 3.488 -1.092
C: 0.920 4.207 -2.355
C: -0.286 3.730 -3.204
O: 0.017 3.505 -4.743
N: -1.257 3.241 -2.788
C: -2.204 2.123 -3.426
C: -1.869 0.900 -2.493
C: -0.811 0.082 -2.672
C: -1.102 -1.049 -1.797
C: -2.105 -0.701 -1.153
O: -2.734 0.524 -1.669
C: 0.111 1.596 0.723
C: 0.017 0.594 1.663
H: 1.321 -5.248 0.808
H: 2.551 -4.148 1.077
H: 2.567 -5.680 2.104
H: 1.817 -3.663 3.533
H: 0.394 -5.060 3.098
H: -1.066 -2.244 0.945
H: -0.518 -3.882 0.622
H: -2.221 -3.310 3.167
H: -2.780 -3.965 1.686
H: -1.784 -5.062 2.615
H: 2.078 -1.772 1.040
H: 2.664 -0.034 -0.854
H: 0.403 5.240 -1.862
H: 1.719 4.297 -2.812
H: -1.106 3.317 -1.644
H: -1.730 2.059 -4.505
H: -3.307 2.601 -3.052
H: -0.161 0.012 -3.466
H: -0.376 -1.826 -1.445
H: -2.647 -1.037 -0.261
H: -0.253 2.646 0.772
H: -0.890 0.846 2.598

Atoms 1-3, force components in eV/Å:
6.8 -4.1 -8.8
-10.0 3.6 7.3
-1.9 2.8 -0.3

A structure of composition C14H32F6N6OOs at a distorted geometry, computed with ωB97M-V with the def2-TZVPD basis set.

As for the charge: +4. As for the gap between HOMO and LUMO: 7.461 eV. The value obtained for the HOMO energy is -23.03 eV. For the energy, the calculation gives -1644.76655 Eh.

Cartesian coordinates (Å):
Os: -0.469 0.651 -0.008
N: -1.587 2.011 -1.310
C: -2.754 2.689 -0.672
C: -2.189 3.279 0.573
N: -1.501 2.206 1.358
C: -2.350 1.564 2.401
C: -2.978 0.345 1.839
N: -1.835 -0.453 1.314
H: -1.904 1.624 -2.200
H: -0.944 2.761 -1.572
H: -3.182 3.456 -1.318
H: -3.536 1.957 -0.484
H: -1.460 4.058 0.341
H: -2.976 3.751 1.162
H: -0.722 2.641 1.843
H: -1.704 1.294 3.237
H: -3.099 2.257 2.789
H: -3.516 -0.192 2.624
H: -3.697 0.528 1.043
H: -1.228 -0.696 2.107
H: -2.198 -1.327 0.948
N: 1.610 -2.781 -0.113
C: 1.458 -2.779 -1.628
C: 2.153 -1.571 -2.274
C: 1.296 -0.356 -2.665
N: 1.033 0.670 -1.587
C: -0.010 -0.744 -3.308
C: -0.790 -1.686 -2.422
N: -1.376 -0.930 -1.239
C: -0.004 -2.953 -2.063
H: 2.572 -3.035 0.131
H: 1.034 -3.514 0.308
H: 1.399 -1.875 0.351
H: 2.000 -3.674 -1.927
H: 2.562 -1.919 -3.225
H: 3.025 -1.276 -1.683
H: 1.882 0.164 -3.425
H: 0.875 1.558 -2.068
H: 1.901 0.807 -1.064
H: 0.198 -1.246 -4.255
H: -0.603 0.141 -3.561
H: -1.647 -2.026 -3.008
H: -1.736 -1.618 -0.590
H: -2.188 -0.431 -1.601
H: -0.001 -3.551 -2.976
H: -0.546 -3.562 -1.331
C: 3.340 -0.062 1.488
C: 1.900 0.144 1.935
O: 0.956 -0.312 0.972
C: 1.635 -0.697 3.213
F: 2.381 -0.332 4.220
F: 1.860 -1.987 2.903
F: 0.323 -0.626 3.567
C: 1.662 1.634 2.196
F: 2.682 2.306 2.608
F: 0.625 1.876 3.004
F: 1.238 2.165 0.923
H: 3.527 -1.108 1.256
H: 4.020 0.213 2.295
H: 3.587 0.564 0.628

Atoms 1-3, force components in eV/Å:
-1.2 1.1 -0.2
-0.1 -0.6 -0.5
-0.2 0.1 0.0

The molecule C3H6N2O2 at a distorted geometry, computed with ωB97M-V with the def2-TZVPD basis set.

As for the charge: 0. As for the energy above the lowest of the compared OMol25 structures with the same formula, charge and spin: 263.9 kJ/mol. As for the gap between HOMO and LUMO: 10.241 eV. The value obtained for the HOMO energy is -9.76 eV. As for the structure (SMILES): NC(=O)[C@@H](N)C=O. For the energy, the calculation gives -377.85884 Eh.

Cartesian coordinates (Å):
N: -0.534 0.972 1.165
C: 0.149 1.210 -0.064
O: -0.006 2.250 -0.677
C: 0.461 -0.126 -0.654
N: 1.262 -0.945 0.275
C: -1.101 -0.748 -0.519
O: -2.209 -0.256 -0.626
H: -0.272 0.196 1.763
H: -1.217 1.675 1.418
H: 0.859 -0.054 -1.667
H: 1.441 -1.861 -0.129
H: 2.158 -0.492 0.454
H: -0.991 -1.820 -0.739

Atoms 1-3, force components in eV/Å:
1.6 1.2 -0.6
-2.7 0.5 1.2
0.8 -0.8 0.4

Look up the gap between HOMO and LUMO of the third one.
10.241 eV